Entry 1:
Molecular formula: C2H2OS3
Method: DFT, ωB97M-V with the def2-TZVPD basis set

Each line ends with the Löwdin charge.
Cartesian coordinates (Å):
1 O -0.423 1.799 0.738  -0.028
2 C -0.086 0.962 -0.065  -0.863
3 S 0.177 1.476 -1.747  0.857
4 C 0.033 -0.493 0.334  -1.175
5 S 0.839 -1.627 -0.523  0.684
6 S -0.756 -0.964 1.806  0.816
7 H 0.347 0.304 -2.288  -0.188
8 H -0.809 0.323 2.187  -0.103

Force components x, y, z for each atom (eV/Å):
O 0.290 -0.251 -0.076
C -0.432 0.757 -0.234
S -0.174 0.896 0.757
C 0.438 -1.590 -0.254
S -0.267 0.579 -0.016
S 0.294 0.641 -0.202
H 0.243 -1.083 -0.302
H -0.392 0.052 0.326

SMILES string: O=C(S)C(=S)S
M, u: 138.24
Energy above the lowest of the compared OMol25 structures with the same formula, charge and spin, kcal per mole: 2.95
2S+1: 1
E, eV: -36658.822
Orbital gap, eV: 7.77

***

Entry 2:
Molecular formula: C2H2S
Method: DFT, ωB97M-V with the def2-TZVPD basis set

Each line ends with the Löwdin charge.
Cartesian coordinates (Å):
1 C 0.756 1.165 0.402  -0.358
2 S -0.734 1.279 -0.440  0.756
3 C -0.898 -0.125 0.327  -0.385
4 H 1.602 0.872 -0.220  -0.054
5 H -1.193 -1.220 0.302  0.040

Force components x, y, z for each atom (eV/Å):
C -1.377 -0.994 0.845
S -0.468 -0.934 -0.065
C 1.788 0.047 -0.241
H -0.105 -0.130 -0.443
H 0.162 2.010 -0.095

SMILES string: C#S#C
M, u: 58.11
Energy above the lowest of the compared OMol25 structures with the same formula, charge and spin, kcal per mole: 124.93
2S+1: 1
E, eV: -12934.569
Orbital gap (spin up / spin down), eV: 7.92 / 7.06

***

Entry 3:
Molecular formula: C2H2S2
Method: DFT, ωB97M-V with the def2-TZVPD basis set

Each line ends with the Löwdin charge.
Cartesian coordinates (Å):
1 C 0.155 -0.096 -0.793  -0.847
2 C -0.008 -0.122 0.641  -0.988
3 S 0.597 -1.700 0.002  0.753
4 S 1.185 1.049 0.151  0.724
5 H -0.402 0.299 -1.694  0.103
6 H -1.526 0.571 1.693  0.254

Force components x, y, z for each atom (eV/Å):
C -0.263 0.559 -0.292
C -3.179 1.050 1.241
S -0.736 0.477 -0.230
S 0.889 0.791 0.001
H 0.413 -1.181 1.393
H 2.877 -1.697 -2.113

M, u: 90.17
Energy above the lowest of the compared OMol25 structures with the same formula, charge and spin, kcal per mole: 119.49
2S+1: 1
E, eV: -23770.433
Orbital gap (spin up / spin down), eV: 7.43 / 7.45

***

Entry 4:
Molecular formula: C2H2S3
Method: DFT, ωB97M-V with the def2-TZVPD basis set

Each line ends with the Löwdin charge.
Cartesian coordinates (Å):
1 C 1.590 0.514 0.157  0.020
2 C 1.548 -0.630 -0.182  -0.029
3 S -2.851 1.550 0.378  0.065
4 S -1.600 -1.436 0.336  0.116
5 S -2.254 0.017 -0.694  -0.162
6 H 1.793 1.523 0.429  0.028
7 H 1.775 -1.538 -0.425  -0.037

Force components x, y, z for each atom (eV/Å):
C 0.281 0.329 0.007
C -0.455 4.669 1.329
S 0.460 -1.106 -0.983
S -0.117 0.029 -0.245
S -0.405 1.033 1.232
H -0.393 0.027 0.042
H 0.629 -4.981 -1.382

M, u: 122.24
Energy above the lowest of the compared OMol25 structures with the same formula, charge and spin, kcal per mole: 53.50
2S+1: 1
E, eV: -34608.783
Orbital gap (spin up / spin down), eV: 7.14 / 7.12

***

Entry 5:
Molecular formula: C2H2S4
Method: DFT, ωB97M-V with the def2-TZVPD basis set

Each line ends with the Löwdin charge.
Cartesian coordinates (Å):
1 S -1.142 -1.378 0.572  0.634
2 C -0.549 0.075 -0.013  -1.212
3 S -1.622 1.417 -0.198  0.768
4 C 1.010 0.315 0.030  -1.311
5 S 1.569 1.860 0.541  0.573
6 S 2.099 -0.879 -0.207  0.793
7 H -2.562 0.546 -0.404  -0.152
8 H 1.198 -1.955 -0.321  -0.094

Force components x, y, z for each atom (eV/Å):
S 0.764 1.001 -1.020
C 1.175 -1.532 1.799
S 1.361 0.832 -0.472
C -2.175 3.922 1.209
S -1.090 -2.205 -0.989
S 0.543 -2.600 -0.540
H -1.262 -0.441 -0.048
H 0.684 1.023 0.061

SMILES string: S=C(S)C(=S)S
M, u: 154.31
Energy above the lowest of the compared OMol25 structures with the same formula, charge and spin, kcal per mole: 15.65
2S+1: 1
E, eV: -45445.654
Orbital gap, eV: 7.09

***

Entry 6:
Molecular formula: C2H37O17
Method: DFT, ωB97M-V with the def2-TZVPD basis set

Each line ends with the Löwdin charge.
Cartesian coordinates (Å):
1 C -0.571 0.498 0.074  -0.159
2 C -0.791 -0.948 0.270  -0.552
3 O 0.393 -1.740 0.538  -0.439
4 H -0.629 1.122 0.966  0.048
5 H -1.398 0.999 -0.429  0.048
6 H 0.362 0.691 -0.456  0.064
7 H -1.348 -1.282 -0.605  0.052
8 H -1.519 -1.052 1.075  0.057
9 O 3.151 5.146 -1.808  -0.049
10 H 3.878 5.522 -2.306  0.030
11 H 2.978 4.306 -2.233  0.034
12 O 3.401 -0.981 3.088  -0.060
13 H 2.639 -1.451 2.751  0.015
14 H 3.035 -0.217 3.534  0.022
15 O -1.650 -0.170 -5.430  -0.050
16 H -1.789 -1.015 -5.857  0.024
17 H -2.313 -0.139 -4.740  0.029
18 O -0.694 -2.318 4.849  -0.059
19 H -1.576 -2.061 4.580  0.025
20 H -0.172 -2.258 4.049  0.021
21 O -2.311 -3.603 -4.041  -0.053
22 H -1.574 -3.007 -3.902  0.022
23 H -3.043 -3.191 -3.582  0.029
24 O 2.136 0.983 -4.188  -0.059
25 H 2.610 0.222 -3.853  0.025
26 H 1.269 0.645 -4.413  0.018
27 O -5.545 0.086 1.064  -0.049
28 H -6.385 -0.374 1.068  0.029
29 H -4.891 -0.609 0.988  0.034
30 O -1.167 4.577 -3.207  -0.052
31 H -1.546 4.675 -4.080  0.025
32 H -0.228 4.478 -3.363  0.026
33 O 1.682 -3.187 -3.297  -0.060
34 H 1.405 -2.923 -2.420  0.020
35 H 2.488 -3.684 -3.154  0.028
36 O -3.887 3.047 2.461  -0.055
37 H -4.148 3.698 1.811  0.027
38 H -4.119 2.206 2.066  0.011
39 O 3.499 2.782 1.061  -0.047
40 H 2.934 2.995 1.803  0.021
41 H 3.439 3.545 0.486  0.008
42 O 0.330 4.102 3.452  -0.046
43 H 0.502 5.040 3.538  0.029
44 H -0.601 4.047 3.238  0.031
45 O 2.515 -5.839 0.967  -0.058
46 H 2.032 -5.046 1.199  0.028
47 H 1.842 -6.514 0.880  0.023
48 O 4.265 -0.823 -0.954  -0.063
49 H 4.203 -0.186 -0.242  0.023
50 H 3.500 -1.387 -0.839  0.017
51 O -0.601 1.839 6.360  -0.052
52 H -0.231 2.467 6.980  0.023
53 H -0.272 2.122 5.507  0.014
54 O -2.059 -5.479 -0.193  -0.061
55 H -1.434 -4.789 0.029  0.024
56 H -1.996 -5.564 -1.144  0.021

Force components x, y, z for each atom (eV/Å):
C 0.043 2.045 0.033
C 1.872 -2.366 0.838
O -1.796 1.198 -0.524
H 0.836 -0.333 0.683
H -0.244 -0.270 -0.900
H -0.001 0.088 -0.026
H -0.095 -0.546 -0.706
H -0.460 -0.171 0.615
O -0.117 0.152 0.242
H 0.197 0.088 -0.088
H -0.089 -0.371 -0.104
O 0.428 -0.051 0.199
H -0.396 -0.099 -0.406
H -0.121 0.166 0.022
O 0.178 0.189 -0.078
H 0.000 -0.277 -0.132
H -0.130 0.073 0.245
O 0.016 -0.135 0.374
H -0.155 0.099 -0.101
H 0.164 0.037 -0.401
O -0.154 -0.159 -0.281
H 0.411 0.105 0.143
H -0.174 0.062 0.202
O 0.117 0.375 -0.168
H 0.151 -0.232 0.245
H -0.302 -0.118 -0.028
O 0.000 0.301 0.017
H -0.212 -0.057 0.034
H 0.337 -0.181 -0.036
O -0.186 0.103 0.162
H -0.108 -0.014 -0.202
H 0.279 -0.092 0.050
O -0.101 0.038 -0.417
H -0.191 0.205 0.543
H 0.180 -0.116 0.052
O 0.137 0.230 0.286
H -0.044 0.121 -0.176
H -0.098 -0.379 -0.126
O 0.289 -0.152 -0.002
H -0.272 -0.044 0.183
H -0.041 0.242 -0.254
O 0.254 -0.159 0.159
H 0.072 0.220 0.025
H -0.345 -0.155 -0.161
O 0.291 -0.192 -0.039
H -0.154 0.407 0.025
H -0.179 -0.131 -0.028
O 0.364 -0.047 -0.427
H -0.137 0.179 0.285
H -0.391 -0.083 0.200
O -0.183 -0.147 0.176
H 0.090 0.131 0.126
H 0.109 0.074 -0.342
O -0.235 -0.300 0.125
H 0.261 0.419 0.132
H 0.039 0.031 -0.264

M, u: 333.30
Energy above the lowest of the compared OMol25 structures with the same formula, charge and spin, kcal per mole: 123.73
2S+1: 1
Total charge: -1
E, eV: -37481.664
Orbital gap, eV: 5.68

***

Entry 7:
Molecular formula: C2H3AuFO2P
Method: DFT, ωB97M-V with the def2-TZVPD basis set

Each line ends with the Löwdin charge.
Cartesian coordinates (Å):
1 P 0.949 1.025 0.850  0.905
2 F 1.686 -1.079 -0.766  -0.541
3 O -0.874 1.123 -0.248  -0.620
4 C -2.093 0.662 0.228  -0.251
5 H -2.945 1.160 -0.275  0.165
6 H -2.223 0.828 1.316  0.159
7 C -2.235 -0.808 -0.028  -0.104
8 O -1.298 -1.456 -0.476  -0.040
9 Au 0.158 -0.246 -1.030  1.153
10 H -3.157 -1.316 0.306  0.173

Force components x, y, z for each atom (eV/Å):
P -0.685 1.044 0.952
F 6.579 -4.199 -0.533
O -2.109 3.777 1.216
C -1.159 -0.459 0.199
H 0.309 0.042 0.125
H 0.009 -0.047 -0.304
C -0.961 0.336 1.479
O -2.377 -1.698 0.283
Au 0.125 1.230 -3.098
H 0.269 -0.027 -0.318

M, u: 305.98
Energy above the lowest of the compared OMol25 structures with the same formula, charge and spin, kcal per mole: 31.71
2S+1: 4
Total charge: +1
E, eV: -21900.029
Orbital gap (spin up / spin down), eV: 7.26 / 7.46

***

Entry 8:
Molecular formula: C2H3BCl2O2
Method: DFT, ωB97M-V with the def2-TZVPD basis set

Each line ends with the Löwdin charge.
Cartesian coordinates (Å):
1 B -0.750 -0.196 0.065  -0.613
2 C 0.642 0.657 0.283  -0.104
3 C 1.851 0.286 -0.156  -1.186
4 O -1.391 -0.218 -1.195  0.074
5 O -1.515 -0.748 1.112  0.102
6 Cl 3.242 1.237 0.160  0.643
7 Cl 2.186 -1.278 -0.871  0.644
8 H 0.420 1.789 0.947  0.195
9 H -2.237 -0.818 -1.184  0.149
10 H -2.448 -0.710 0.838  0.096

Force components x, y, z for each atom (eV/Å):
B -0.765 0.672 -0.250
C -10.013 3.775 4.349
C 8.187 -2.047 -3.244
O -1.147 -1.495 0.729
O 0.618 0.886 -0.552
Cl -0.529 -0.333 -0.046
Cl -0.540 1.063 0.792
H 1.169 -3.917 -2.066
H 2.538 1.686 -0.108
H 0.481 -0.289 0.396

M, u: 140.76
2S+1: 3
E, eV: -31936.057
Orbital gap (spin up / spin down), eV: 6.17 / 8.60

***

Entry 9:
Molecular formula: C2H3BF2O
Method: DFT, ωB97M-V with the def2-TZVPD basis set

Each line ends with the Löwdin charge.
Cartesian coordinates (Å):
1 B 1.401 -0.822 0.574  -0.067
2 O 0.139 -0.520 0.922  0.122
3 C -0.794 0.213 0.325  -0.337
4 F -1.813 0.452 1.179  0.093
5 C -0.937 0.736 -0.892  -0.059
6 F -0.045 0.540 -1.871  0.024
7 H 1.909 -0.368 -0.385  0.053
8 H 1.973 -1.476 1.354  0.041
9 H -1.833 1.246 -1.206  0.129

Force components x, y, z for each atom (eV/Å):
B 0.784 0.340 -0.257
O -0.933 -0.017 0.296
C -0.914 0.752 -0.309
F 0.461 -0.167 -0.128
C 0.113 -0.608 0.299
F 0.284 -0.032 -0.021
H 0.001 0.045 -0.304
H 0.201 -0.424 0.250
H 0.002 0.112 0.175

SMILES string: BO/C(F)=C\F
M, u: 91.85
Energy above the lowest of the compared OMol25 structures with the same formula, charge and spin, kcal per mole: 49.11
2S+1: 1
E, eV: -10280.488
Orbital gap, eV: 10.16

***

Entry 10:
Molecular formula: C2H3Br
Method: DFT, ωB97M-V with the def2-TZVPD basis set

Each line ends with the Löwdin charge.
Cartesian coordinates (Å):
1 C -0.406 -0.957 -0.638  -0.018
2 C 0.266 -0.936 -1.628  0.012
3 H -0.734 -0.770 0.283  -0.084
4 H 0.927 -0.999 -2.463  0.018
5 Br -0.604 1.525 2.046  0.410
6 H 0.551 2.138 2.400  -0.337

Force components x, y, z for each atom (eV/Å):
C 1.691 -0.048 -2.827
C 0.163 -0.343 -0.156
H -1.565 0.286 2.962
H -0.269 0.036 -0.047
Br -1.706 -0.792 -0.434
H 1.685 0.861 0.502

SMILES string: C#C.Br
M, u: 106.95
Energy above the lowest of the compared OMol25 structures with the same formula, charge and spin, kcal per mole: 33.58
2S+1: 1
E, eV: -72162.522
Orbital gap, eV: 11.48

***

> The lowest E belongs to which entry?

C2H3Br